Computed, not measured: 2 unconnected molecules or ions with the total composition C13H19Cl5F9NO2S at a distorted geometry, with ωB97M-V with the def2-TZVPD basis set.

The geometry in XYZ format:
```
50
Properties=species:S:1:pos:R:3:forces:R:3:lowdin_charge:R:1
Cl 5.87695 3.32035 -0.84658 0.2 -0.4 0.0 0.6139
Cl -0.83805 5.04420 0.30760 0.0 0.0 -0.1 0.5237
Cl -2.28721 2.90146 -0.97973 0.4 0.8 -0.1 0.6248
Cl -3.45432 5.53694 -0.81674 0.1 0.0 0.0 0.5273
Cl -1.19848 5.06133 -2.55955 0.0 0.0 0.1 0.5202
S -6.00589 1.21614 0.21257 -1.6 0.4 -0.4 0.7824
F -5.25914 -0.52728 -1.58990 0.0 -0.2 -1.1 0.1528
F -5.47877 -1.31318 0.35359 0.1 -0.8 1.1 0.1495
F -6.89252 2.45764 0.63565 0.1 0.0 0.1 -0.1179
F -4.80249 2.20027 -0.00386 0.4 -0.2 0.4 -0.1859
F -7.29855 0.29657 0.41344 0.2 0.0 -0.3 -0.1379
F -6.43346 1.48303 -1.30267 -0.2 0.0 0.2 -0.1385
F -3.03145 0.24590 0.97176 -0.3 1.2 0.4 0.1190
F -2.86126 0.45889 -1.22642 -0.8 0.5 0.2 0.0053
F -5.65519 0.98423 1.73850 0.6 0.0 -0.1 -0.1183
O 5.01392 2.55093 1.44963 -1.8 1.3 2.2 0.0876
O 4.86685 -0.95223 -0.36102 -0.2 0.5 -0.3 -0.1581
N 1.21558 -1.39867 -0.47566 0.0 -0.3 0.1 -0.0452
C 3.57349 -0.86726 -0.94776 -0.3 -1.2 -0.3 -0.1783
C -3.44327 -0.21834 -0.20612 1.0 -3.1 -0.2 -0.4696
C -4.99369 -0.29798 -0.32031 0.3 1.3 -0.2 -0.4835
C 5.64525 2.19379 0.55393 1.5 -1.4 -1.0 -0.7970
C 0.24681 -2.39714 0.04692 0.5 1.2 0.8 -0.1956
C -1.94421 4.63388 -1.01170 0.0 -0.1 0.0 -2.0249
C 6.28541 0.80722 0.49933 -0.2 0.9 -1.8 -0.1010
C 2.87166 -1.29872 1.41289 -0.3 -0.6 0.0 -0.0261
C -2.88991 -1.67967 -0.33124 0.2 -0.3 0.3 -0.0671
C -2.17996 -2.18621 0.93839 0.7 -1.1 -0.1 -0.1825
C -0.70904 -1.68384 1.03694 -1.3 0.7 -0.8 -0.1809
C 5.74457 0.07381 -0.78058 0.7 -0.1 0.7 -0.2100
C 2.58526 -1.66732 -0.06465 0.9 0.6 0.1 -0.3817
H 6.61566 -0.32229 -1.32284 -0.4 -0.2 0.0 0.1241
H 3.22669 0.16797 -1.08442 0.1 -0.1 0.2 0.1346
H -2.13682 -1.68866 -1.12843 -0.3 0.2 0.0 0.1218
H 6.00321 0.27617 1.40718 0.1 0.1 -0.1 0.1231
H 2.83616 -2.73458 -0.20653 -0.1 0.2 0.1 0.1356
H 5.24702 0.78026 -1.45496 0.1 -0.1 0.2 0.0874
H 1.13367 -1.31509 -1.48283 0.1 -0.1 0.1 0.1091
H -0.74483 -0.63333 0.71904 0.3 -0.1 0.2 0.1016
H -2.74262 -2.03587 1.86368 0.0 0.2 -0.2 0.1137
H 3.34069 -0.31751 1.53361 -0.2 -0.1 -0.1 0.0745
H -2.09841 -3.28060 0.81725 -0.3 0.2 0.1 0.1138
H 1.95901 -1.32354 2.01956 0.1 0.0 -0.2 0.0658
H 3.63374 -1.38039 -1.92558 -0.2 0.4 0.0 0.1303
H 0.81851 -3.13551 0.62626 -0.3 -0.3 -0.5 0.1151
H -3.65994 -2.39284 -0.63799 0.0 0.3 0.1 0.1224
H 7.37008 0.94249 0.42085 -0.2 -0.1 0.1 0.1188
H -0.27050 -2.86120 -0.80062 -0.1 -0.1 0.4 0.1139
H 3.55575 -2.05408 1.81759 0.0 0.3 0.1 0.0830
H -0.35594 -1.67016 2.07250 0.1 -0.3 -0.2 0.1047
```
Positions in Å, forces in eV/Å.

## Properties
E_HOMO in eV: -9.1
Charge: 0
SMILES string: C[C@H](COCCC(=O)Cl)NCCCCC(F)(F)C(F)(F)S(F)(F)(F)(F)F.ClC(Cl)(Cl)Cl
Frontier orbital gap in Eh: 0.351